The following is a quantum chemistry calculation of a structure of composition C6H10O, from OMol25.

The spin multiplicity is 1. For the total energy, the calculation gives -8426.5650 eV. The net charge is 0. The relative energy (zero: lowest compared OMol25 entry of this formula, charge and spin) comes out at 451.1 kJ/mol.

```
17
Properties=species:S:1:pos:R:3:forces:R:3:lowdin_charge:R:1
C 2.298622 -0.025256 0.294056 0.0 0.0 0.1 -0.077
C 1.027122 -0.398087 -0.477711 0.0 0.1 -0.1 -0.176
C -0.193612 -0.121634 0.358412 0.1 0.0 -0.2 -0.380
C -1.673674 -0.396963 -0.981148 -0.1 -0.3 -0.3 0.007
O -0.236521 -0.914603 1.438883 -0.2 0.0 0.0 0.101
C -1.153937 0.849634 0.152173 -0.1 0.3 0.2 -0.339
C -1.960100 1.852742 0.409441 0.4 -0.2 0.0 0.000
H 3.181401 -0.212355 -0.324698 -0.2 0.0 0.1 0.078
H 2.389899 -0.616872 1.208681 0.0 0.1 -0.1 0.077
H 2.294828 1.034668 0.566537 0.0 -0.1 0.0 0.085
H 1.051125 -1.464293 -0.735529 0.0 0.1 0.0 0.128
H 0.960192 0.177806 -1.402601 0.0 -0.1 0.1 0.123
H -2.718295 -0.102384 -0.878455 0.2 0.0 0.1 0.080
H -1.288156 -0.154334 -1.970914 0.0 0.0 0.2 0.078
H -1.576462 -1.466812 -0.777496 0.0 0.1 0.0 0.083
H -0.944307 -0.584196 2.015281 0.1 -0.1 0.0 0.143
H -1.458118 2.542946 1.105094 -0.1 0.0 -0.1 -0.011
```
Forces are in eV/Å.